{"formula": "C38H68BrN7O5S", "method": "ωB97M-V/def2-TZVPD", "symbols": ["C", "C", "O", "C", "N", "C", "C", "O", "C", "C", "C", "C", "O", "N", "C", "C", "C", "C", "C", "C", "C", "C", "N", "C", "N", "S", "N", "C", "C", "Br", "H", "H", "H", "H", "H", "H", "H", "H", "H", "H", "H", "H", "H", "H", "H", "H", "H", "H", "H", "H", "H", "H", "H", "H", "H", "H", "H", "H", "H", "H", "H", "H", "C", "C", "C", "C", "C", "C", "N", "O", "C", "C", "C", "H", "H", "H", "H", "H", "H", "H", "H", "H", "H", "H", "H", "H", "H", "H", "H", "H", "H", "C", "C", "C", "C", "C", "C", "N", "O", "C", "C", "C", "H", "H", "H", "H", "H", "H", "H", "H", "H", "H", "H", "H", "H", "H", "H", "H", "H", "H"], "xyz": [[10.6221, 0.1238, 1.4900], [9.9331, 0.6843, 2.7322], [10.9108, 1.1580, 3.6434], [8.9260, 1.7951, 2.4157], [8.0405, 1.4405, 1.3144], [6.8148, 2.2450, 1.3106], [6.0608, 1.8873, 0.0408], [5.1127, 2.9081, -0.2868], [3.9559, 2.4545, -0.8752], [2.7536, 2.5060, -0.0774], [2.9270, 3.0933, 1.3032], [2.7944, 2.0897, 2.4298], [2.5262, 0.9362, 2.2455], [3.0182, 2.5330, 3.7707], [4.2893, 1.8942, 4.2557], [3.1417, 3.9870, 3.9087], [1.5572, 2.0627, -0.5261], [0.3474, 2.1129, 0.3809], [-1.0442, 2.0071, -0.2571], [-1.4735, 0.5363, -0.3375], [-1.9890, -0.0009, 1.0096], [-1.3362, -1.3291, 1.3443], [-1.9793, -1.9277, 2.5393], [1.5436, 1.5685, -1.8697], [0.4957, 1.0955, -2.5437], [0.9502, 0.7056, -4.0123], [2.5183, 1.1006, -3.9249], [2.7168, 1.5457, -2.6984], [3.9229, 2.0053, -2.1309], [5.4377, 2.0015, -3.2828], [11.0043, -0.8710, 1.7065], [11.4926, 0.7245, 1.2270], [9.9668, 0.0254, 0.6306], [9.4183, -0.1310, 3.2349], [11.5508, 1.6932, 3.1661], [8.3766, 1.9837, 3.3351], [9.5287, 2.6868, 2.1951], [8.5527, 1.6279, 0.4616], [7.0585, 3.3114, 1.3320], [6.2318, 1.9327, 2.1719], [5.5875, 0.9153, 0.1605], [6.8024, 1.7580, -0.7415], [3.8673, 3.6289, 1.3496], [2.1422, 3.8351, 1.4398], [4.9119, 2.6315, 4.7439], [4.8252, 1.4654, 3.4135], [4.0352, 1.0889, 4.9358], [2.2889, 4.5131, 3.4929], [3.1849, 4.2532, 4.9608], [4.0466, 4.4006, 3.4528], [0.4293, 1.2916, 1.0911], [0.4065, 3.0150, 0.9834], [-1.7532, 2.4728, 0.4256], [-1.0885, 2.4900, -1.2250], [-0.6215, -0.0706, -0.6383], [-2.2246, 0.3915, -1.1120], [-3.0499, -0.2104, 0.9310], [-1.7716, 0.6935, 1.8227], [-0.2599, -1.2052, 1.5133], [-1.4635, -2.0270, 0.5214], [-1.5646, -1.4846, 3.3523], [-1.7153, -2.9047, 2.5924], [-8.9564, 0.3456, 1.3916], [-7.5442, 0.8654, 1.7498], [-7.6292, 2.3176, 2.2227], [-7.8911, 3.3131, 1.0933], [-6.8748, 3.1317, -0.0325], [-6.7924, 1.6935, -0.5439], [-6.6213, 0.7264, 0.5820], [-5.3918, 0.7528, 0.9896], [-8.0499, 1.3577, -1.3689], [-5.6270, 1.5679, -1.5215], [-7.0613, -0.0109, 2.9016], [-8.9034, -0.4828, 0.6848], [-9.4609, -0.0295, 2.2816], [-9.6094, 1.1135, 0.9800], [-6.6918, 2.5919, 2.7172], [-8.4131, 2.4011, 2.9788], [-8.9098, 3.2044, 0.7113], [-7.8213, 4.3298, 1.4851], [-7.1219, 3.7944, -0.8648], [-5.8903, 3.4456, 0.3296], [-8.0593, 0.3031, -1.6470], [-8.0554, 1.9438, -2.2882], [-8.9841, 1.5872, -0.8630], [-4.6820, 1.8811, -1.0793], [-5.8082, 2.2052, -2.3868], [-5.5182, 0.5405, -1.8730], [-6.9711, -1.0531, 2.5912], [-7.7798, 0.0396, 3.7193], [-6.0995, 0.3135, 3.2946], [1.4906, -5.5813, -2.6744], [0.1150, -5.2819, -2.0339], [-0.9384, -6.2436, -2.5877], [-1.3529, -5.9309, -4.0260], [-1.7783, -4.4691, -4.1623], [-0.7293, -3.4871, -3.6415], [-0.2759, -3.8599, -2.2697], [-1.1703, -3.5006, -1.4031], [0.4635, -3.4297, -4.6164], [-1.3035, -2.0745, -3.6383], [0.2928, -5.5346, -0.5399], [2.1379, -4.7044, -2.6451], [2.0025, -6.3711, -2.1254], [1.4225, -5.9296, -3.7037], [-1.8301, -6.2076, -1.9536], [-0.5565, -7.2651, -2.5258], [-0.5392, -6.1593, -4.7198], [-2.1844, -6.5787, -4.3104], [-1.9942, -4.2419, -5.2085], [-2.7155, -4.3236, -3.6156], [1.2705, -2.8210, -4.2052], [0.1500, -2.9745, -5.5563], [0.8683, -4.4041, -4.8774], [-2.2234, -1.9983, -3.0601], [-1.5434, -1.7678, -4.6570], [-0.5849, -1.3629, -3.2325], [1.0253, -4.8489, -0.1102], [0.6488, -6.5526, -0.3855], [-0.6403, -5.4313, 0.0116]], "atomic_forces_ev_per_a": [[0.1, -0.3, 0.2], [0.2, 0.0, -0.7], [-0.1, -0.1, 0.5], [0.7, -0.3, 0.1], [-0.1, 0.2, 0.4], [0.4, -0.5, -0.5], [0.4, -0.1, 0.2], [-0.1, -0.3, -0.1], [0.1, 0.3, 1.0], [0.9, 0.2, 0.7], [-0.7, 0.0, -0.4], [-0.1, 0.2, 0.9], [0.2, -0.6, -0.3], [1.2, 0.8, -0.9], [-1.1, -0.5, 0.0], [0.0, 0.2, 0.2], [-0.5, 0.0, 0.0], [-0.3, -0.1, -0.4], [0.0, -0.6, 0.3], [0.1, 0.1, 0.1], [0.4, -0.6, -0.5], [-0.2, -0.4, 0.6], [0.4, 0.1, -0.2], [-0.2, -0.3, -0.6], [-0.7, 0.0, 0.3], [0.7, 0.3, 0.0], [-0.2, -0.3, -0.4], [-0.4, 0.3, 0.8], [1.0, -0.3, -1.8], [-0.1, 0.1, 0.3], [0.1, -0.1, 0.0], [0.0, 0.2, -0.2], [-0.1, 0.1, 0.0], [-0.1, 0.0, 0.1], [0.0, 0.0, -0.1], [-0.3, 0.1, 0.0], [-0.1, 0.2, 0.0], [-0.1, -0.1, -0.1], [-0.3, 0.2, 0.1], [0.0, 0.4, 0.2], [-0.3, 0.0, 0.0], [0.0, 0.2, -0.5], [0.1, 0.0, 0.2], [0.0, 0.2, 0.1], [0.1, 0.1, 0.2], [0.1, -0.1, 0.1], [0.2, -0.1, 0.2], [-0.2, -0.1, -0.1], [-0.1, -0.2, 0.2], [0.1, 0.0, -0.1], [0.1, -0.1, 0.1], [0.0, 0.2, 0.0], [-0.1, 0.4, -0.1], [0.0, 0.2, -0.1], [0.1, 0.0, -0.2], [-0.1, 0.0, -0.1], [-0.3, 0.4, 0.3], [-0.3, 0.2, 0.1], [0.1, 0.1, -0.2], [0.0, 0.0, -0.2], [-0.2, -0.1, 0.1], [0.0, 0.0, 0.1], [-0.1, 0.0, -0.2], [-1.4, -0.7, 0.3], [0.2, 0.4, -0.2], [0.0, -0.1, 0.0], [0.0, 0.2, 0.5], [-0.8, -0.1, -1.4], [1.2, 1.6, 0.9], [-0.1, -0.6, -0.2], [-0.2, 0.0, 0.1], [0.4, -0.1, 0.2], [0.5, 0.0, 0.0], [0.0, 0.0, 0.0], [0.1, 0.0, 0.1], [0.1, 0.0, -0.1], [0.1, -0.1, -0.1], [0.0, -0.1, 0.0], [0.0, 0.0, 0.0], [0.0, 0.0, 0.0], [0.0, -0.1, -0.1], [0.0, -0.1, 0.0], [0.0, 0.0, 0.0], [0.1, 0.0, 0.0], [0.0, -0.1, 0.0], [0.0, -0.1, 0.1], [-0.1, 0.0, 0.0], [0.0, 0.0, 0.0], [0.0, 0.0, 0.0], [-0.1, 0.0, -0.1], [0.0, 0.0, -0.1], [0.1, 0.1, -0.2], [1.4, -0.7, -0.1], [-0.4, 0.1, -0.2], [0.0, 0.1, 0.1], [-0.2, -0.4, 0.2], [0.8, 0.6, -1.3], [-2.0, -0.6, 0.4], [0.5, 0.3, 0.1], [0.1, -0.2, 0.0], [-0.3, 0.1, 0.4], [-0.3, 0.3, 0.3], [0.0, 0.0, 0.0], [-0.1, 0.0, 0.1], [0.0, 0.1, 0.0], [0.0, 0.1, 0.1], [0.1, 0.0, 0.1], [0.0, 0.0, 0.0], [0.0, 0.0, 0.0], [0.1, 0.1, 0.0], [0.1, 0.1, 0.1], [0.0, 0.0, 0.0], [-0.1, 0.1, 0.1], [0.0, 0.0, 0.1], [0.1, -0.1, 0.1], [0.1, -0.1, -0.1], [-0.1, -0.1, 0.1], [0.0, 0.0, 0.0], [0.1, 0.0, -0.1], [0.0, 0.1, -0.1]], "mulliken_charge": [-1.20, 0.25, -0.55, -0.71, -0.29, -0.20, -0.40, -0.52, 0.25, -0.06, -1.70, 0.63, -0.61, -0.03, -0.80, -1.08, -0.42, -0.08, -1.78, -0.27, -0.71, 0.07, -0.78, 0.62, -0.23, 0.13, -0.76, 0.77, 0.16, -0.16, 0.33, 0.32, 0.31, 0.30, 0.34, 0.29, 0.32, 0.28, 0.36, -0.36, 0.36, 0.41, 0.79, 0.78, 0.40, 0.13, 0.32, 0.33, 0.42, 0.37, 0.15, 0.46, 0.61, 0.48, 0.21, 0.48, 0.08, 0.55, 0.37, -0.10, 0.23, 0.26, -1.79, 1.89, -1.28, -0.49, -1.28, 1.87, 0.28, -0.46, -1.82, -1.92, -1.98, 0.34, 0.48, 0.31, 0.38, 0.35, 0.31, 0.38, 0.40, 0.33, 0.38, 0.45, 0.33, 0.24, 0.46, 0.52, 0.45, 0.48, 0.35, -1.80, 1.89, -1.29, -0.49, -1.36, 1.96, 0.42, -0.63, -1.81, -1.53, -2.02, 0.34, 0.49, 0.32, 0.39, 0.35, 0.31, 0.39, 0.39, 0.36, 0.34, 0.45, 0.32, 0.42, 0.60, -0.21, 0.45, 0.49, 0.35], "multiplicity": 3, "homo_lumo_gap_ev": [7.96, 8.20], "homo_ev": [-8.3, -8.6], "e_tot_ha": -5220.26391, "charge": 0, "largest_force_ev_per_a": 2.2}